Entry 1:
{
  "formula": "C4H7F",
  "method": "ωB97M-V/def2-TZVPD",
  "lumo_energy_ev": 1.2,
  "multiplicity": 1,
  "max_force_ha_per_bohr": 0.12383,
  "total_energy_ha": -256.29073,
  "de_lowest_ev": 4.167,
  "e_homo_ev": -9.80,
  "symbols": ["F", "C", "C", "C", "C", "H", "H", "H", "H", "H", "H", "H"],
  "positions_angstrom": [[-1.3567, 1.3724, -0.3970], [1.0303, 0.1474, -0.8389], [-0.6701, -0.8781, 0.4858], [0.5637, 0.1646, 0.7115], [-0.9739, 0.5516, 0.5445], [-1.6296, 0.6418, 1.4984], [1.3085, 0.5989, 1.3763], [-0.5215, -1.2160, -0.8498], [1.4889, -0.8311, -1.0979], [-1.1287, -1.7437, 1.1319], [1.5920, 1.2435, -0.8885], [0.2970, -0.0513, -1.6763]]
}



Entry 2:
{
  "formula": "C8H25BrF2N3O7S2",
  "method": "ωB97M-V/def2-TZVPD",
  "lumo_energy_ev": [4.2, 4.2],
  "multiplicity": 2,
  "max_force_ha_per_bohr": 0.13313,
  "total_energy_ha": -4580.73133,
  "total_charge": -2,
  "e_homo_ev": [2.49, -3.25],
  "symbols": ["Br", "S", "S", "F", "F", "O", "O", "O", "O", "O", "O", "O", "N", "N", "N", "C", "C", "C", "C", "C", "C", "C", "C", "H", "H", "H", "H", "H", "H", "H", "H", "H", "H", "H", "H", "H", "H", "H", "H", "H", "H", "H", "H", "H", "H", "H", "H", "H"],
  "positions_angstrom": [[0.8606, 0.4106, 3.3047], [-0.8026, 4.6630, 1.9841], [-1.9048, 6.3180, 0.6814], [-1.4193, 3.8614, 3.2540], [-3.3130, 6.5777, -0.0585], [-1.1974, 6.0469, -0.5342], [0.2221, 1.0677, 0.3524], [-0.0116, 5.6888, 2.6472], [-0.1569, 3.5135, 1.3267], [2.1482, -1.0100, -4.4410], [-1.5189, -2.3685, 3.6664], [-1.7694, 7.5408, 1.4162], [-0.0637, -2.0854, 1.1538], [-2.3859, 5.1214, 1.5078], [2.5878, 1.1136, -1.5676], [-1.8542, -3.1181, 2.5322], [1.9506, -0.9201, -5.8449], [-1.7561, -3.0258, 4.9041], [-1.5229, -2.4333, 1.1528], [2.5689, -0.0869, -2.3786], [1.8605, 0.1124, -3.6945], [-1.9573, -3.0959, -0.1104], [1.8850, -1.2102, -1.5085], [-3.0104, -2.8173, -0.0716], [-1.9801, -1.4453, 1.2063], [0.0174, 0.2072, 0.7255], [0.8883, -0.8370, -6.0745], [0.5854, -2.8592, 1.1582], [2.3538, -1.8672, -6.2033], [0.8449, -1.0999, -1.2016], [0.8174, 0.3884, -3.5396], [0.1780, -1.7889, 2.0886], [-1.4740, -2.6940, -1.0010], [1.0851, 1.0752, -0.0681], [3.5943, -0.2792, -2.6944], [2.6175, -0.1585, -6.2489], [-2.0316, -4.1788, -0.2098], [-2.9313, -3.2791, 2.5778], [2.3505, -1.1503, -0.5248], [2.2371, 1.0090, -4.1867], [2.8979, 1.9367, -2.0641], [-1.1419, -3.9133, 5.0568], [3.3321, 1.0382, -0.8891], [0.0842, 1.7934, 0.9656], [-2.8242, -3.1559, 5.0786], [1.9269, -2.1737, -2.0164], [-1.3736, -4.0859, 2.6758], [-1.4932, -2.3465, 5.7149]]
}



Entry 3:
{
  "formula": "C3H10NP2",
  "method": "ωB97M-V/def2-TZVPD",
  "lumo_energy_ev": [-5.3, -5.3],
  "multiplicity": 1,
  "max_force_ha_per_bohr": 0.08028,
  "total_energy_ha": -857.34841,
  "de_lowest_ev": 3.545,
  "total_charge": 1,
  "e_homo_ev": [-13.26, -12.91],
  "symbols": ["P", "P", "N", "C", "C", "C", "H", "H", "H", "H", "H", "H", "H", "H", "H", "H"],
  "positions_angstrom": [[2.2877, 0.6218, 0.5458], [2.1584, -1.2101, -0.5844], [-0.6669, 0.9123, 0.0471], [-0.6821, -0.5482, -0.2124], [-1.7967, -1.2235, 0.5404], [0.7006, 1.4004, -0.3256], [3.1838, 1.1841, -0.4282], [2.2955, -1.8851, 0.6189], [-0.7899, -0.7806, -1.3516], [-1.4079, 1.3976, -0.5751], [0.8714, 1.1994, -1.3342], [-0.8183, 0.7552, 1.0812], [0.7882, 2.4024, -0.1350], [-2.7524, -0.7963, 0.2350], [-1.6088, -1.2226, 1.5732], [-1.7625, -2.2068, 0.3046]]
}



Entry 4:
{
  "formula": "C6H6N",
  "method": "ωB97M-V/def2-TZVPD",
  "lumo_energy_ev": -5.0,
  "multiplicity": 1,
  "max_force_ha_per_bohr": 0.07205,
  "total_energy_ha": -286.51161,
  "de_lowest_ev": 3.365,
  "total_charge": 1,
  "smiles": "C#C[N+](=C=C)C=C",
  "e_homo_ev": -14.84,
  "symbols": ["N", "C", "C", "C", "C", "C", "C", "H", "H", "H", "H", "H", "H"],
  "positions_angstrom": [[0.6286, -0.1852, 0.0204], [-0.3181, -1.3273, -0.1322], [0.0437, 2.2828, -0.0668], [3.2780, -0.5279, 0.0204], [0.2166, 1.0109, -0.1098], [-1.6068, -1.4504, 0.0695], [2.0917, -0.4402, 0.0666], [4.2864, -0.8259, 0.1287], [-2.1399, -0.6980, 0.6588], [-0.0255, 2.5000, 1.0104], [0.1923, -2.2027, -0.5637], [-0.0296, 3.1269, -0.7521], [-2.2458, -2.3385, -0.1803]]
}



Entry 5:
{
  "formula": "C32H35F4KN5O3",
  "method": "ωB97M-V/def2-TZVPD",
  "lumo_energy_ev": 2.2,
  "multiplicity": 1,
  "max_force_ha_per_bohr": 0.03729,
  "total_energy_ha": -2739.32719,
  "total_charge": -1,
  "e_homo_ev": -4.06,
  "symbols": ["K", "F", "F", "F", "F", "O", "O", "O", "N", "N", "N", "N", "N", "C", "C", "C", "C", "C", "C", "C", "C", "C", "C", "C", "C", "C", "C", "C", "C", "C", "C", "C", "C", "C", "C", "C", "C", "C", "C", "C", "C", "C", "C", "C", "C", "H", "H", "H", "H", "H", "H", "H", "H", "H", "H", "H", "H", "H", "H", "H", "H", "H", "H", "H", "H", "H", "H", "H", "H", "H", "H", "H", "H", "H", "H", "H", "H", "H", "H", "H"],
  "positions_angstrom": [[0.2082, 0.3995, 0.0783], [-3.8239, -2.4222, -0.9416], [-4.8397, 2.8261, 0.1968], [-1.7458, -0.8253, -0.3863], [-6.8019, 1.2056, -0.4661], [2.2077, -0.3505, 0.8028], [-0.1409, -0.1571, 2.9934], [-0.2365, 0.9102, -2.7264], [0.4137, 3.3224, 0.6672], [-2.0278, 1.8046, 0.0559], [-2.1271, -0.1054, 4.0704], [1.4416, -0.9787, -1.8598], [1.9537, -2.1165, -1.5453], [1.2136, -0.8789, -3.2154], [1.6450, 3.8154, 0.0623], [2.5469, 2.6728, -0.3881], [3.1658, -2.1337, 1.9802], [0.3735, 3.4855, 2.1069], [0.7677, -0.5550, -5.9573], [4.0835, -5.5550, 0.8910], [3.5718, -4.2512, 0.8806], [-1.2518, 1.7882, -3.1310], [3.6692, -3.3850, 2.0084], [-0.7882, -0.0839, 4.0092], [-0.7604, 3.8946, 0.0392], [-5.3622, -0.6403, -0.7515], [1.5082, 2.7898, 2.8429], [3.9213, -6.3893, -0.1882], [1.8432, -1.6998, -4.1602], [1.6181, -1.5503, -5.5130], [-5.5370, 0.7016, -0.4594], [3.2396, -5.9346, -1.3200], [-2.0887, 3.2052, 0.3539], [2.7397, -4.6593, -1.3551], [-4.0525, -1.1037, -0.7097], [-4.4955, 1.5429, -0.1525], [0.1487, 0.2890, -5.0444], [-3.1196, 1.1228, -0.1616], [2.9009, -3.7805, -0.2695], [2.4123, -2.4312, -0.3381], [-2.8304, 0.0207, 5.3212], [2.5464, -1.5488, 0.8031], [0.3489, 0.1360, -3.6813], [-2.8578, -0.2291, 2.8258], [-2.9979, -0.2778, -0.4363], [-0.3154, 0.0127, 5.0088], [1.4014, 4.4337, -0.8105], [-3.8951, -0.1089, 5.1430], [2.1966, -4.3042, -2.2171], [-2.8453, 3.7323, -0.2453], [2.1929, 4.4582, 0.7677], [0.3702, 4.5621, 2.3829], [-2.3559, 3.3688, 1.4096], [-2.4988, -0.7399, 6.0331], [4.3040, -7.4009, -0.1650], [-2.7187, -1.2260, 2.4005], [-3.9166, -0.0467, 2.9926], [1.3585, 2.9063, 3.9159], [-2.6686, 1.0094, 5.7619], [3.2108, -1.4959, 2.8532], [2.0543, 2.0845, -1.1566], [2.5178, -2.4595, -3.7960], [-1.6955, 2.1708, -2.2159], [-0.4940, 1.0724, -5.4174], [0.5831, -0.4213, -7.0145], [3.1060, -6.5942, -2.1684], [2.7668, 2.0086, 0.4383], [-0.5629, 3.0504, 2.4569], [2.1046, -2.2080, -6.2220], [-0.8552, 2.6235, -3.7229], [4.6169, -5.8996, 1.7683], [4.1448, -3.7665, 2.9049], [-6.1894, -1.2809, -0.9909], [-0.6186, 3.8278, -1.0390], [-0.8746, 4.9669, 0.3028], [1.5112, 1.7315, 2.6030], [3.4807, 3.0645, -0.7882], [2.4756, 3.2168, 2.5917], [-2.4691, 0.4945, 2.1106], [-2.0252, 1.2698, -3.7074]]
}



Entry 6:
{
  "formula": "C3H6F2O",
  "method": "ωB97M-V/def2-TZVPD",
  "lumo_energy_ev": 1.0,
  "multiplicity": 1,
  "max_force_ha_per_bohr": 0.05810,
  "total_energy_ha": -392.84347,
  "de_lowest_ev": 0.712,
  "smiles": "COCC(F)F",
  "e_homo_ev": -10.03,
  "symbols": ["F", "F", "O", "C", "C", "C", "H", "H", "H", "H", "H", "H"],
  "positions_angstrom": [[0.5278, 1.0748, 1.2720], [-0.6739, -0.7441, 1.1821], [0.4952, 0.0201, -1.4470], [-0.6448, 0.5228, -0.7563], [-0.6327, 0.5538, 0.7958], [0.9398, -1.2385, -1.1063], [1.0519, -1.2845, -0.0086], [-1.5593, -0.0593, -0.9989], [0.2897, -2.0275, -1.4469], [1.8598, -1.4628, -1.5761], [-1.4593, 1.1589, 1.1154], [-0.8028, 1.5089, -1.1946]]
}



What did the fourth record say?
{
  "formula": "C6H6N",
  "method": "ωB97M-V/def2-TZVPD",
  "lumo_energy_ev": -5.0,
  "multiplicity": 1,
  "max_force_ha_per_bohr": 0.07205,
  "total_energy_ha": -286.51161,
  "de_lowest_ev": 3.365,
  "total_charge": 1,
  "smiles": "C#C[N+](=C=C)C=C",
  "e_homo_ev": -14.84,
  "symbols": ["N", "C", "C", "C", "C", "C", "C", "H", "H", "H", "H", "H", "H"],
  "positions_angstrom": [[0.6286, -0.1852, 0.0204], [-0.3181, -1.3273, -0.1322], [0.0437, 2.2828, -0.0668], [3.2780, -0.5279, 0.0204], [0.2166, 1.0109, -0.1098], [-1.6068, -1.4504, 0.0695], [2.0917, -0.4402, 0.0666], [4.2864, -0.8259, 0.1287], [-2.1399, -0.6980, 0.6588], [-0.0255, 2.5000, 1.0104], [0.1923, -2.2027, -0.5637], [-0.0296, 3.1269, -0.7521], [-2.2458, -2.3385, -0.1803]]
}